Entry 1:
C23H31BF22N3O4S | ωB97M-V/def2-TZVPD

The highest occupied orbital energy comes out at -12.40 eV. Its HOMO-LUMO gap is 8.6 eV. The value obtained for the energy above the lowest of the compared OMol25 structures with the same formula, charge and spin is 0.00 kcal/mol. As for the structure (SMILES): CCOB(O)N1C[C@](F)(CCOCC(F)(F)C(F)(F)C(F)(F)C(F)F)N(CCC(F)(F)C(F)(F)C(F)(F)C(F)(F)S(F)(F)(F)(F)F)/C1=[NH+]\CCCCOC. As for the total charge: +1. For the energy, the calculation gives -108298.4491 eV.

Last column: Mulliken charge in e.
Element x y z (Å)
S -7.234 1.020 0.529  1.121
F 1.910 -1.068 -3.535  -0.443
F -6.980 -0.405 -1.696  -0.251
F 4.018 6.057 0.055  -0.288
F -6.055 0.961 1.685  -0.229
F -7.879 -0.445 0.932  -0.275
F 6.174 5.297 -1.607  -0.303
F -5.271 -1.556 0.634  -0.272
F -8.237 1.701 1.662  -0.276
F 4.977 4.321 -3.886  -0.255
F -8.460 1.167 -0.615  -0.315
F -5.181 -2.606 -1.669  -0.293
F -2.623 -2.403 0.043  -0.255
F 5.417 3.587 -0.352  -0.264
F -6.774 2.578 0.101  -0.308
F -2.757 -3.235 -2.058  -0.359
F 2.003 4.012 -2.282  -0.251
F -4.361 -0.809 -2.787  -0.288
F -5.645 1.393 -1.565  -0.248
F 1.446 5.652 -0.843  -0.329
F -3.807 0.179 0.090  -0.265
F 6.196 2.759 -2.758  -0.288
F 3.783 6.351 -2.169  -0.271
O 3.427 -4.171 1.032  -0.490
O 4.857 -3.521 -0.843  -0.513
O -2.410 1.598 4.112  -0.460
O 1.617 2.389 -0.289  -0.395
N 2.445 -2.843 -0.993  0.032
N 1.011 -2.206 0.984  0.567
N 0.854 -1.161 -1.244  0.999
C 1.724 -5.633 2.237  -0.902
C -4.342 -1.480 -1.565  0.362
C -1.946 0.550 3.228  0.512
C 1.435 -2.109 -0.250  -0.679
C 4.995 3.528 -2.739  1.032
C -0.457 0.917 2.774  -0.753
C -0.082 -1.351 1.582  -0.066
C -1.695 -1.081 -1.778  -0.819
C 5.068 4.423 -1.423  0.607
C 2.086 0.792 -2.096  -1.363
C 1.980 -0.794 -2.133  0.742
C 3.811 5.359 -1.162  0.406
C -3.816 1.797 3.786  -0.577
C 2.587 1.401 -0.708  0.175
C 0.496 -0.359 2.718  -0.558
C -6.142 0.303 -0.818  0.823
C 2.675 -5.410 0.942  -0.222
C -2.868 -2.032 -1.293  0.626
C -4.924 -0.592 -0.337  0.518
C 2.250 3.611 0.168  -1.030
C -0.307 -1.903 -1.827  -0.825
C 3.206 -1.690 -1.640  -0.449
C 2.409 4.621 -1.060  1.086
B 3.551 -3.507 -0.226  0.447
H -0.474 -2.822 -1.157  0.396
H 0.516 -0.957 3.686  0.360
H 4.142 2.786 -2.682  -0.465
H 1.805 -4.747 2.956  0.214
H -4.276 0.749 3.667  0.260
H -4.379 2.298 4.636  0.336
H 3.746 -1.942 -2.613  0.455
H -0.496 1.484 1.792  0.208
H -1.878 -0.665 -2.815  0.591
H 0.635 -5.656 1.885  0.264
H -2.593 0.602 2.279  -0.314
H 5.540 -3.220 -0.213  0.337
H 3.197 3.427 0.762  0.326
H 1.522 -0.021 2.365  0.331
H -0.636 -0.755 0.787  -0.561
H -0.841 -2.067 2.050  0.462
H 2.667 0.598 0.095  0.023
H 1.019 1.186 -2.252  0.229
H -0.150 -2.309 -2.871  0.470
H -0.033 1.616 3.568  0.387
H 1.428 -2.901 1.616  0.062
H -3.965 2.337 2.788  0.233
H 1.502 4.071 0.905  0.402
H 1.938 -6.606 2.772  0.314
H -2.047 -0.498 3.665  0.174
H 3.437 -6.267 0.996  0.402
H 3.789 -1.072 -0.872  0.254
H 3.610 1.894 -0.791  0.229
H 2.042 -5.497 -0.007  0.209
H 2.685 1.198 -2.977  0.458
H -1.606 -0.198 -1.072  0.326

Entry 2:
C23H31Cl2F5GeIInNO8 | ωB97M-V/def2-TZVPD

Its multiplicity is 2. The highest occupied orbital energy (alpha / beta) comes out at -8.03 / -8.03 eV. Its HOMO-LUMO gap (alpha / beta) is 7.6 / 7.3 eV. The value obtained for the energy above the lowest of the compared OMol25 structures with the same formula, charge and spin is 1.87 kcal/mol. As for the total charge: 0. For the energy, the calculation gives -150641.9462 eV.

Last column: Mulliken spin population.
Element x y z (Å)
I -4.572 3.575 -0.791  0.009
In -0.290 0.584 -0.483  0.003
Ge 2.106 -0.711 1.111  0.000
Cl -0.845 0.558 -3.327  0.000
Cl -6.955 -1.609 -0.975  0.000
F -1.315 6.422 1.589  0.001
F 0.020 6.302 -0.121  0.000
F 0.613 5.449 1.778  0.023
F -1.769 3.781 1.527  0.058
F -0.192 3.499 0.019  0.086
O 1.424 -1.997 0.031  0.000
O -2.095 1.654 -0.310  -0.020
O -0.426 1.763 -2.574  -0.001
O -0.441 0.645 -4.684  0.000
O 0.292 -0.157 1.506  0.001
O 1.788 0.718 -0.290  -0.006
O -2.250 0.363 -3.189  0.000
O -0.128 -0.535 -2.624  0.000
N -1.888 -1.006 -0.301  0.002
C -0.427 5.662 0.957  0.063
C -1.718 -2.309 -0.227  -0.001
C -0.121 0.308 2.809  -0.001
C -5.586 0.705 -0.849  -0.001
C -3.129 -0.479 -0.453  0.005
C -4.435 1.501 -0.688  -0.013
C 1.535 -4.342 0.556  0.000
C 3.036 0.385 -2.356  0.000
C -1.638 0.455 2.792  0.002
C 2.469 2.691 -1.526  0.001
C 0.282 -0.741 3.842  0.000
C -4.267 -1.293 -0.591  0.002
C 2.841 1.271 -1.133  0.000
C 2.032 -3.228 -0.364  0.000
C -2.805 -3.188 -0.325  0.000
C -3.191 0.950 -0.482  0.002
C 0.559 1.639 3.113  0.004
C -4.062 -2.686 -0.523  -0.002
C 3.558 -3.142 -0.279  0.000
C -5.512 -0.655 -0.796  0.001
C -1.067 4.336 0.562  0.780
C 1.614 -3.491 -1.805  0.000
C 4.123 1.309 -0.302  -0.001
H -1.989 0.815 3.760  -0.001
H 1.641 1.505 3.187  0.000
H 4.014 -4.054 -0.665  0.000
H 1.992 -2.701 -2.458  0.000
H 3.922 -2.297 -0.870  0.000
H -2.636 -4.254 -0.259  0.000
H 1.367 -0.853 3.884  0.000
H 3.874 0.747 -2.952  0.000
H 0.362 2.356 2.313  0.005
H 2.348 3.308 -0.632  0.000
H 4.477 0.303 -0.068  0.000
H -0.162 -1.707 3.590  0.000
H 3.264 3.120 -2.136  0.000
H -6.543 1.179 -1.017  0.000
H -4.910 -3.349 -0.627  0.000
H 3.884 -3.005 0.755  0.000
H 1.546 2.717 -2.100  0.000
H 0.193 2.059 4.051  0.000
H -1.955 1.167 2.027  -0.001
H -2.103 -0.510 2.585  0.000
H -0.698 -2.640 -0.091  0.000
H 4.903 1.822 -0.867  0.000
H 2.003 -4.452 -2.148  0.000
H 1.699 -4.064 1.599  0.000
H 2.143 0.372 -2.979  0.000
H 0.467 -4.526 0.412  0.000
H 2.070 -5.273 0.355  0.000
H 3.245 -0.641 -2.043  0.000
H -0.068 -0.443 4.832  0.000
H 3.957 1.848 0.633  0.000
H 0.526 -3.501 -1.895  0.000

Entry 3:
C23H31F24NO4S2Si | ωB97M-V/def2-TZVPD

The highest occupied orbital energy comes out at -7.88 eV. Its HOMO-LUMO gap is 8.2 eV. As for the structure (SMILES): FC(F)C(F)(F)COC(F)(F)C(F)F.FC(F)C(F)(F)COC(F)(F)C(F)F.FC(F)C(F)(F)COC(F)(F)C(F)F.CCN(CC)C(=S)SCCC[SiH2]O. As for the total charge: 0. For the energy, the calculation gives -128802.5973 eV.

Last column: Mulliken charge in e.
Element x y z (Å)
S -3.921 4.711 0.369  -0.135
S -4.224 3.557 -2.263  -0.281
Si 0.443 5.776 3.323  0.238
F 2.872 -4.195 -5.167  -0.267
F 1.213 2.111 4.939  -0.281
F 2.755 1.566 7.042  -0.330
F 1.292 -6.305 -2.860  -0.346
F 0.396 -4.400 -6.116  -0.270
F -1.021 -6.958 -3.965  -0.243
F 3.722 -11.201 -4.159  -0.306
F 2.004 -11.782 -6.168  -0.261
F 1.489 -7.066 -4.910  -0.268
F 1.643 -10.813 -3.664  -0.287
F 0.259 -0.809 -3.249  -0.305
F -1.364 2.528 10.736  -0.307
F -1.179 0.591 -4.079  -0.281
F 1.353 -9.694 -6.244  -0.218
F 1.378 -2.507 -6.644  -0.284
F 0.846 0.479 7.045  -0.274
F -1.998 1.139 7.588  -0.207
F 1.323 1.588 -3.907  -0.226
F -0.391 2.855 6.225  -0.255
F -1.018 3.493 8.822  -0.276
F -0.395 -9.036 -4.241  -0.226
F -3.369 2.156 8.959  -0.255
F 2.358 -2.406 -4.019  -0.238
F 2.065 0.043 -5.268  -0.224
O 0.113 1.627 9.382  -0.388
O 1.774 5.111 4.077  -0.417
O 3.053 -9.109 -4.086  -0.385
O -0.519 -1.079 -5.347  -0.413
N -1.979 4.787 -1.602  0.094
C 2.371 -8.340 -3.118  -0.869
C 2.370 -10.508 -5.908  0.186
C 1.407 1.688 7.235  0.938
C -2.704 4.069 1.567  -0.607
C 1.249 -7.436 -3.642  1.110
C 0.944 2.657 6.143  0.117
C -0.197 -7.928 -3.506  0.021
C -1.211 5.747 -0.789  -0.189
C -3.235 4.365 -1.235  0.266
C 0.975 0.741 -4.906  0.202
C 2.674 -10.381 -4.408  0.809
C 1.856 -3.531 -4.572  0.226
C 0.805 -3.190 -5.633  0.928
C -2.137 5.108 2.532  -0.499
C -1.073 2.299 9.432  0.803
C -0.472 -2.482 -5.163  -0.881
C -1.833 7.151 -0.782  -1.286
C -0.121 -0.201 -4.386  0.885
C -0.948 4.549 3.351  -0.342
C -2.223 1.443 8.880  0.187
C -0.711 2.638 -1.324  -0.784
C 1.241 2.133 8.694  -0.791
C -1.147 3.760 -2.257  -1.001
H -1.254 -2.867 -5.815  0.433
H -1.688 3.371 -3.117  0.466
H -2.319 0.526 9.463  0.248
H -1.698 7.634 0.187  0.307
H -0.607 3.594 2.937  0.441
H 1.318 3.217 8.783  0.348
H -1.566 2.223 -0.782  0.276
H 3.124 -7.651 -2.739  0.421
H -3.273 3.335 2.145  0.597
H 0.809 6.127 1.928  -0.142
H 1.460 3.617 6.222  0.280
H -0.439 -8.132 -2.460  0.286
H -0.278 1.829 -1.912  0.186
H -1.369 7.775 -1.546  0.377
H -1.240 4.378 4.388  0.308
H 2.594 5.538 3.829  0.293
H -0.723 -2.767 -4.141  0.343
H -1.862 6.010 1.974  -0.013
H -2.939 5.412 3.209  0.430
H -0.241 5.823 -1.284  0.468
H -1.006 5.370 0.214  -0.015
H 0.602 1.312 -5.757  0.255
H -2.904 7.110 -0.972  0.301
H 3.256 -10.252 -6.492  0.257
H 0.000 6.995 4.041  -0.124
H 1.430 -4.161 -3.791  0.165
H 0.027 2.985 -0.596  0.287
H 2.025 -8.948 -2.282  0.325
H -0.264 4.275 -2.644  0.404
H -1.921 3.515 1.046  0.056
H 2.093 1.696 9.212  0.429